This record from OMol25 describes C43H42Cl2F6MoN7O3PS2Te as an isolated structure. The level of theory is ωB97M-V with the def2-TZVPD basis set.

Each line ends with the Löwdin charge.
Geometry (Å):
Mo 0.053 0.012 0.562  1.314
C -3.440 -2.011 6.669  -0.045
C -3.397 -1.098 5.477  -0.268
C -2.465 -0.071 5.399  -0.061
C -2.342 0.704 4.256  -0.068
C -3.196 0.466 3.194  -0.287
C -4.165 -0.527 3.262  -0.055
C -4.253 -1.307 4.398  -0.035
S -2.978 1.339 1.685  0.593
O -4.273 1.405 1.056  -0.297
O -2.228 2.536 1.929  -0.342
N -2.019 0.358 0.814  -0.224
C -2.458 -0.797 0.212  -0.398
C -3.723 -1.193 -0.224  -0.008
C -3.813 -2.422 -0.849  -0.053
C -2.690 -3.215 -1.056  -0.066
C -1.471 -2.745 -0.615  -0.124
N -1.376 -1.571 0.003  -0.020
H -2.890 -2.927 6.441  0.077
H -4.464 -2.286 6.923  0.074
H -2.980 -1.545 7.541  0.073
H -1.793 0.098 6.231  0.090
H -1.579 1.466 4.171  0.104
H -4.830 -0.696 2.426  0.103
H -4.979 -2.111 4.441  0.117
H -4.574 -0.546 -0.079  0.097
H -4.783 -2.769 -1.186  0.108
H -2.763 -4.188 -1.519  0.103
H -0.554 -3.309 -0.709  0.123
C 0.253 -0.193 -6.094  -0.008
N -0.140 -0.835 -4.840  -0.072
N 0.714 -0.533 -3.779  0.058
C -0.026 -0.251 -2.657  -0.424
O 0.508 -0.053 -1.554  -0.236
C -1.401 -0.296 -3.052  0.042
C -1.423 -0.606 -4.362  -0.251
C -2.587 -0.662 -5.285  -0.008
C 2.051 -1.016 -3.784  -0.176
C 2.368 -2.162 -4.505  -0.028
C 3.673 -2.630 -4.498  -0.083
C 4.649 -1.973 -3.764  -0.086
C 4.318 -0.837 -3.039  -0.063
C 3.022 -0.345 -3.053  -0.016
H 1.264 -0.503 -6.347  0.082
H 0.214 0.897 -6.009  0.107
H -0.420 -0.530 -6.878  0.087
H -2.236 -0.068 -2.410  0.113
H -3.505 -0.663 -4.702  0.088
H -2.558 -1.558 -5.907  0.087
H -2.606 0.213 -5.937  0.090
H 1.591 -2.682 -5.050  0.113
H 3.922 -3.524 -5.057  0.101
H 5.664 -2.349 -3.751  0.100
H 5.065 -0.318 -2.451  0.099
H 2.768 0.535 -2.483  0.089
F 0.076 -3.349 1.833  -0.185
P -0.948 -3.637 3.076  0.168
F -1.968 -3.916 4.302  -0.161
F 0.238 -3.309 4.122  -0.153
F -1.380 -2.075 3.068  -0.156
F -2.136 -3.958 2.012  -0.167
F -0.519 -5.195 3.060  -0.165
C -5.846 2.533 -1.868  -0.040
C -4.605 3.221 -1.381  -0.369
C -4.659 4.197 -0.392  -0.047
C -3.454 4.742 0.001  -0.154
N -2.288 4.381 -0.522  0.040
C -2.325 3.409 -1.445  -0.843
S -0.824 2.857 -2.134  0.535
N -3.451 2.828 -1.905  0.088
H -6.691 3.222 -1.927  0.072
H -6.101 1.737 -1.166  0.073
H -5.663 2.089 -2.845  0.069
H -5.594 4.499 0.060  0.104
H -3.416 5.510 0.768  0.108
Cl 0.947 -0.034 5.225  0.745
C 2.024 -0.863 4.160  -0.621
C 3.089 -1.563 4.691  -0.118
C 4.003 -2.200 3.861  -0.095
C 3.840 -2.134 2.486  -0.112
C 2.757 -1.445 1.987  -0.570
Cl 2.517 -1.311 0.264  0.785
C 1.800 -0.784 2.774  -0.481
N 0.812 -0.061 2.192  -0.223
H 3.198 -1.603 5.766  0.101
H 4.833 -2.747 4.287  0.097
H 4.531 -2.620 1.810  0.102
C 6.993 1.720 -0.931  -0.063
C 5.558 2.038 -0.604  -0.289
C 4.687 2.524 -1.566  -0.046
C 3.351 2.808 -1.281  -0.328
C 2.502 3.361 -2.396  -0.111
C 2.859 2.572 0.009  -0.469
Te 0.768 2.781 0.450  1.102
C 3.745 2.148 1.017  -0.314
C 3.365 2.022 2.470  -0.080
C 5.070 1.880 0.686  -0.026
H 7.170 1.762 -2.007  0.069
H 7.265 0.722 -0.581  0.075
H 7.674 2.427 -0.453  0.076
H 5.049 2.692 -2.577  0.116
H 3.113 3.975 -3.060  0.078
H 1.670 3.958 -2.031  0.000
H 2.058 2.565 -3.003  0.057
H 2.291 1.965 2.630  0.006
H 3.740 2.890 3.021  0.090
H 3.817 1.133 2.912  0.075
H 5.737 1.529 1.470  0.122

Output
net charge: -1
spin multiplicity: 4
E: -143313.57698 eV
LUMO level (alpha / beta): 2.0 / 1.7 eV
HOMO energy (alpha / beta): -3.9 / -5.0 eV
energy relative to the best compared isomer or geometry (same formula, charge and spin): 22.3 kcal per mole
orbital gap (alpha / beta): 5.843 / 6.650 eV

=====

This record from OMol25 describes a 2-piece molecular cluster, H4OS2Si overall. The level of theory is ωB97M-V with the def2-TZVPD basis set.

Each line ends with the Löwdin charge.
Geometry (Å):
O 0.534 0.621 -0.760  -0.576
Si -0.323 -0.390 0.096  0.086
S 2.818 0.328 -0.277  0.705
S -2.226 0.668 -0.308  0.397
H 0.016 -0.312 1.409  -0.084
H -0.601 -1.643 -0.597  -0.052
H 2.502 1.281 0.526  -0.229
H -2.719 -0.552 -0.089  -0.246

Output
net charge: 0
spin multiplicity: 3
E: -31657.58203 eV
LUMO level (alpha / beta): 0.5 / -3.5 eV
HOMO energy (alpha / beta): -9.1 / -9.1 eV
energy relative to the best compared isomer or geometry (same formula, charge and spin): 0.0 kcal per mole
orbital gap (alpha / beta): 9.611 / 5.677 eV

=====

This record from OMol25 describes a 2-piece molecular cluster, C16H15F3N2O3 overall. The level of theory is ωB97M-V with the def2-TZVPD basis set.

Each line ends with the Löwdin charge.
Geometry (Å):
C 3.888 0.953 -0.438  0.007
N 3.109 -0.164 0.098  -0.124
C 3.819 -1.121 0.952  0.000
C 1.835 -0.266 -0.209  0.060
C 0.947 -1.271 0.333  -0.168
C 0.869 -1.562 1.717  0.006
C 0.052 -2.578 2.183  0.020
C -0.699 -3.324 1.277  -0.099
C -1.545 -4.458 1.782  -0.513
F -2.650 -4.660 1.003  0.126
F -0.841 -5.638 1.793  0.123
F -1.983 -4.246 3.059  0.126
C -0.657 -3.056 -0.091  0.018
C 0.138 -2.020 -0.553  0.021
H 4.883 0.903 0.004  0.092
H 3.960 0.885 -1.532  0.114
H 3.399 1.901 -0.179  0.118
H 4.886 -0.948 0.789  0.094
H 3.595 -0.955 2.015  0.103
H 3.576 -2.162 0.696  0.116
H 1.464 0.403 -0.998  0.151
H 1.447 -0.967 2.426  0.124
H -0.007 -2.789 3.250  0.135
H -1.245 -3.656 -0.784  0.135
H 0.186 -1.788 -1.619  0.131
O -0.152 2.268 -0.156  -0.080
C -1.101 2.601 -0.888  -0.406
C -2.392 3.130 -0.344  -0.105
N -2.520 3.339 1.065  -0.342
O -3.619 3.809 1.467  -0.024
O -1.589 3.072 1.846  0.025
C -3.479 3.443 -1.154  -0.042
C -3.384 3.303 -2.537  -0.130
C -2.187 2.845 -3.120  -0.126
C -1.092 2.518 -2.341  -0.058
H -4.387 3.798 -0.663  0.111
H -4.246 3.557 -3.152  0.085
H -2.113 2.738 -4.206  0.094
H -0.167 2.161 -2.793  0.081

Output
net charge: 0
E: -34105.52012 eV
LUMO level: -2.2 eV
HOMO energy: -6.3 eV
orbital gap: 4.056 eV

=====

This record from OMol25 describes C7H10O as an isolated structure. The level of theory is ωB97M-V with the def2-TZVPD basis set.

Each line ends with the Löwdin charge.
Geometry (Å):
C -1.079 -1.856 0.882  -0.078
C -0.303 -0.762 0.306  -0.368
C 0.456 0.402 1.090  -0.192
C -1.019 0.434 -0.088  -0.329
C 0.001 1.177 -1.068  -0.108
C 1.309 0.689 -1.385  -0.172
C 1.210 1.079 0.033  -0.136
H -2.307 -1.606 1.278  0.168
H -0.320 -2.383 1.552  0.076
H -1.012 -2.703 -0.165  0.160
H 0.461 -1.159 -0.330  0.109
H 0.855 -0.034 1.940  0.132
H -2.100 0.320 -0.224  0.155
H -0.545 2.165 -1.326  0.164
H 1.826 1.575 -1.886  0.128
H 1.631 -0.356 -2.054  0.181
H 1.766 1.938 0.326  0.126
O -0.830 1.081 1.117  -0.016

Output
net charge: 0
E: -9461.94887 eV
LUMO level: 1.0 eV
HOMO energy: -9.3 eV
energy relative to the best compared isomer or geometry (same formula, charge and spin): 152.5 kcal per mole
orbital gap: 10.286 eV